Record 1
The following is a quantum chemistry calculation of an isolated molecule of C6H13NO2S2 at a distorted geometry, from the Open Molecules 2025 dataset.

```
24
Properties=species:S:1:pos:R:3:forces:R:3
C 3.642 -1.082 0.391 -1.14 0.98 -0.58
C 2.177 -1.612 0.404 0.75 3.62 -0.01
C 2.498 0.628 -1.178 -2.70 -0.39 0.68
C -2.280 1.593 -0.040 -2.25 0.07 -0.30
C -2.675 -0.374 -1.365 -0.39 -2.65 0.90
C -1.221 -0.520 0.634 -3.83 -2.02 2.72
N -2.310 0.155 -0.062 1.11 -0.46 -0.43
O 3.279 1.434 1.323 -0.06 0.00 0.03
O 0.019 -0.090 0.430 3.77 2.02 -0.28
S 3.736 0.751 0.090 -0.42 -0.53 -0.06
S 1.150 -0.478 -0.810 2.04 -0.44 0.31
H 4.283 -1.325 1.233 -0.34 0.00 0.32
H 4.081 -1.475 -0.499 0.60 -0.38 -0.60
H 2.270 -2.609 0.127 -0.78 -1.77 -0.61
H 1.623 -1.376 1.311 0.22 -0.47 0.06
H 2.094 1.566 -1.680 0.89 -1.23 0.63
H -2.008 1.992 0.863 0.69 0.26 3.01
H -1.607 2.200 -0.635 0.01 -0.48 -1.39
H -3.358 1.892 -0.082 0.90 0.30 -0.73
H -3.736 -0.715 -1.412 0.49 0.30 0.26
H -2.551 0.247 -2.211 0.60 1.03 -0.76
H -2.067 -1.302 -1.486 -0.49 0.58 -0.41
H -1.298 -1.674 0.625 -0.21 1.54 -0.82
H -1.434 -0.356 1.783 0.53 0.13 -1.93
```
Positions in Å, forces in eV/Å.

Calculated values
LUMO = 0.012 hartree
Electronic energy = -1237.83446 Ha
Energy relative to the best compared isomer or geometry (same formula, charge and spin) = 173.1 kJ/mol
M = 195.3 g mol⁻¹
Largest force on an atom = 5.12 eV/A
Highest occupied orbital energy = -0.316 Ha

Here are the natural (NBO) charges for atoms 1 to 5, given in e: -0.6168, -0.4834, -0.9236, -0.4305, -0.4110



Record 2
The following is a quantum chemistry calculation of a cluster of 4 separate species, C6H13NO3 in total at a distorted geometry, from the Open Molecules 2025 dataset.

```
23
Properties=species:S:1:pos:R:3:forces:R:3
C 0.887 -2.143 1.415 -0.83 0.56 0.99
C -0.484 -2.297 1.418 -0.09 -1.10 -0.95
N -1.063 -1.256 0.739 0.55 0.76 0.27
C -0.078 -0.353 0.496 0.69 0.07 -0.26
C 1.154 -0.852 0.882 -0.48 0.14 -0.16
C 2.397 -0.098 0.864 0.13 0.23 -0.36
C 2.633 1.061 0.243 0.42 0.39 1.11
H 1.525 -2.792 1.992 0.32 -0.04 -0.29
H -1.019 -3.183 1.725 -0.24 0.20 -0.03
H -1.999 -0.954 0.422 0.10 -0.92 0.73
H -0.313 0.631 0.139 0.01 0.06 -0.14
H 3.234 -0.479 1.444 -0.19 -0.22 0.00
H 3.544 1.566 0.538 0.26 -0.03 -0.41
H 1.952 1.708 -0.287 -0.40 -0.39 -0.33
H 0.722 -0.582 -2.737 -0.99 0.62 -0.02
H -0.680 -0.013 -2.298 0.34 -0.21 -0.10
O -0.012 0.021 -2.996 0.69 -0.39 0.14
H -0.566 2.383 -1.171 -1.01 0.33 -0.54
H -1.863 3.086 -1.801 0.44 -0.35 0.21
O -1.538 2.319 -1.303 0.90 0.09 0.21
H -2.281 0.895 -0.456 -1.13 -0.12 -0.20
H -3.087 0.893 0.787 -0.41 0.08 0.50
O -3.065 0.440 -0.056 0.92 0.23 -0.37
```
Positions in Å, forces in eV/Å.

Calculated values
LUMO = 0.012 hartree
Electronic energy = -516.85631 Ha
Energy relative to the best compared isomer or geometry (same formula, charge and spin) = 217.3 kJ/mol
M = 147.2 g mol⁻¹
Largest force on an atom = 1.46 eV/A
Highest occupied orbital energy = -0.294 Ha

Here are the natural (NBO) charges for atoms 1 to 5, given in e: -0.2870, -0.0630, -0.5250, -0.0617, -0.1648



Record 3
The following is a quantum chemistry calculation of a structure of composition C6H13NO3S3 at a distorted geometry, from the Open Molecules 2025 dataset.

```
26
Properties=species:S:1:pos:R:3:forces:R:3
C -0.967 0.924 0.317 -0.27 -0.84 0.53
C -2.058 0.343 -0.192 -0.48 0.00 -1.08
C -3.358 0.677 0.540 1.54 -2.96 -2.12
C -2.084 -0.521 -1.480 2.11 -2.12 3.79
C 1.620 0.173 0.827 -3.04 0.10 -5.89
C 2.887 0.843 0.323 -0.10 0.76 -0.34
N 0.284 0.872 -0.250 2.90 -0.41 2.20
O 0.973 -1.782 -0.991 0.10 0.08 1.81
O 0.432 -2.098 1.479 0.42 -1.17 -1.02
O 2.829 -2.086 0.604 -1.80 -0.05 0.25
S 2.639 2.703 0.367 -0.59 -0.65 0.55
S 3.625 0.447 -1.331 -2.07 -1.43 -0.46
S 1.485 -1.570 0.363 2.28 -0.71 -1.11
H -1.019 1.463 1.262 -0.09 0.10 -0.15
H -2.952 0.671 1.480 -0.15 0.72 2.93
H -3.754 1.565 0.185 -1.17 1.63 -0.36
H -3.986 -0.204 0.438 -0.59 0.31 0.03
H -1.147 -1.188 -1.523 -1.24 1.16 -0.07
H -2.137 0.034 -2.324 -0.25 1.79 -2.76
H -2.889 -1.238 -1.447 -0.54 0.00 0.04
H 1.333 0.127 1.819 -0.37 1.01 2.14
H 3.722 0.493 0.906 0.05 0.58 1.01
H 0.323 -3.097 1.354 0.20 1.75 0.17
H 0.251 0.311 -1.082 0.43 -0.48 -0.31
H 1.284 2.678 0.015 1.36 -0.28 0.16
H 2.664 -0.540 -1.658 1.34 1.09 0.04
```
Positions in Å, forces in eV/Å.

Calculated values
LUMO = 0.003 hartree
Electronic energy = -1711.31365 Ha
Energy relative to the best compared isomer or geometry (same formula, charge and spin) = 144.8 kJ/mol
M = 243.4 g mol⁻¹
Largest force on an atom = 6.63 eV/A
Highest occupied orbital energy = -0.304 Ha

Here are the natural (NBO) charges for atoms 1 to 5, given in e: -0.0713, 0.0085, -0.6270, -0.6639, -0.2864



Record 4
The following is a quantum chemistry calculation of an isolated molecule of C6H13NO4 at a distorted geometry, from the Open Molecules 2025 dataset.

```
24
Properties=species:S:1:pos:R:3:forces:R:3
C -2.362 -1.162 -0.066 1.32 3.01 1.46
C -0.956 -0.480 0.544 -0.69 -1.56 -2.16
C 0.282 -1.199 0.865 2.14 -7.36 1.72
C 1.845 -0.298 -0.660 -0.46 2.36 0.52
C 0.924 0.916 -0.359 2.20 1.48 -1.86
C -0.478 0.523 -0.490 -3.68 1.60 -0.72
H -2.892 0.791 -0.250 1.22 1.14 -0.12
H -2.187 -1.523 -1.065 0.31 -0.32 -0.39
H -2.802 -1.952 0.554 0.23 0.36 0.02
H -1.068 -0.050 1.478 -1.62 1.64 1.54
H 0.084 -2.367 1.298 0.24 3.06 -1.01
H 0.971 -0.761 1.716 -1.60 -0.60 -1.95
H 1.468 -2.179 -0.975 -1.55 0.19 2.18
H 1.963 -0.330 -1.694 1.02 0.38 -1.98
H 3.710 -1.072 -0.303 -2.12 4.86 1.65
H 1.212 1.816 -0.972 -0.53 -1.14 -0.51
H 1.911 1.298 1.147 4.17 -0.20 1.43
H -0.700 0.190 -1.528 0.12 0.18 0.71
H -0.973 2.249 0.409 -0.01 -0.14 0.03
N 1.053 -1.395 -0.399 1.81 -1.32 0.01
O -3.305 -0.043 -0.138 -1.02 -3.36 0.38
O 3.191 -0.055 -0.006 0.40 -5.54 -1.99
O 1.052 1.387 0.904 -3.27 1.30 1.96
O -1.387 1.693 -0.264 1.37 0.00 -0.92
```
Positions in Å, forces in eV/Å.

Calculated values
LUMO = 0.008 hartree
Electronic energy = -591.98532 Ha
Energy relative to the best compared isomer or geometry (same formula, charge and spin) = 391.5 kJ/mol
M = 163.2 g mol⁻¹
Largest force on an atom = 7.86 eV/A
Highest occupied orbital energy = -0.347 Ha

Here are the natural (NBO) charges for atoms 1 to 5, given in e: -0.0315, -0.3089, -0.2194, 0.2164, 0.0227



Record 5
The following is a quantum chemistry calculation of a cluster of 2 separate species, C6H13NO4 in total at a distorted geometry, from the Open Molecules 2025 dataset.

```
24
Properties=species:S:1:pos:R:3:forces:R:3
C 0.468 1.165 -1.345 -1.02 1.91 2.45
C 1.636 -0.905 -0.422 -1.79 1.20 1.11
C 1.461 1.100 1.119 -0.16 -1.47 -1.46
C -2.057 -0.593 -0.850 2.01 0.06 2.71
C 0.901 0.411 -0.137 1.45 -1.02 0.24
C -1.410 0.001 0.485 0.87 -1.62 -3.88
N -0.792 -0.911 1.285 -0.13 2.87 2.18
O -0.443 -2.007 0.903 -0.34 -2.93 -0.76
O -0.495 -0.519 2.451 -0.42 0.55 0.45
O -1.207 -1.450 -1.537 0.87 -0.17 0.05
O -1.746 1.223 0.902 0.87 -1.85 3.48
H -0.338 1.888 -1.034 0.53 -0.57 -0.46
H 1.264 1.809 -1.676 0.60 0.07 -0.43
H 0.116 0.496 -2.062 -0.43 -0.83 -1.43
H 1.601 -1.091 -1.483 0.85 -0.04 -0.37
H 0.974 -1.715 -0.018 0.72 0.28 0.19
H 2.566 -0.913 0.172 -0.20 -0.29 -0.81
H 0.968 2.016 1.309 -0.96 0.75 0.67
H 1.393 0.314 1.913 0.30 1.14 -0.19
H 2.497 1.436 0.904 -0.30 -0.71 0.10
H -2.228 0.302 -1.327 -0.73 1.72 -1.94
H -2.938 -1.137 -0.656 -1.51 -0.18 0.70
H -0.787 -1.955 -0.798 -0.31 -0.05 -0.78
H -1.404 1.036 1.904 -0.77 1.17 -1.84
```
Positions in Å, forces in eV/Å.

Calculated values
LUMO (spin up / spin down) = -0.015 / -0.015 hartree
Electronic energy = -591.91606 Ha
Energy relative to the best compared isomer or geometry (same formula, charge and spin) = 573.3 kJ/mol
M = 163.2 g mol⁻¹
Largest force on an atom = 4.30 eV/A
Highest occupied orbital energy (spin up / spin down) = -0.313 / -0.313 Ha

Here are the natural (NBO) charges for atoms 1 to 5, given in e: -0.7186, -0.7425, -0.7253, -0.0961, 0.3328



Record 6
The following is a quantum chemistry calculation of an isolated molecule of C6H13NOS at a distorted geometry, from the Open Molecules 2025 dataset.

```
22
Properties=species:S:1:pos:R:3:forces:R:3
C -1.224 0.939 0.305 -2.63 0.82 -1.02
C -2.050 1.183 -1.002 2.47 -1.10 -0.79
C 0.009 0.215 0.139 3.56 1.24 1.08
C 0.940 0.473 1.365 1.89 1.24 -3.89
C 1.110 -2.060 -0.399 -0.41 -1.90 1.34
C 0.055 -1.010 -0.701 1.11 0.58 0.68
N 1.062 1.665 -1.225 -0.98 -5.28 0.25
O -1.414 2.099 -1.903 0.75 -0.94 -0.52
S 0.161 1.556 -2.517 -1.60 0.98 -0.11
H -1.066 1.889 0.784 0.39 0.65 -0.13
H -1.943 0.516 1.026 0.34 -0.80 -0.14
H -2.343 0.215 -1.502 0.34 0.89 0.37
H -2.888 1.706 -0.719 -2.25 0.97 0.64
H 0.738 1.428 1.762 -0.77 1.18 0.53
H 2.031 0.646 1.058 -1.39 -1.08 0.30
H 0.833 -0.207 2.120 -0.14 -2.15 1.89
H 2.155 -1.914 -0.318 1.22 1.65 -1.15
H 0.998 -2.913 -1.068 -0.12 0.08 -0.16
H 1.121 -2.509 0.599 -1.35 -0.09 0.34
H -0.966 -1.451 -0.667 0.72 0.19 -0.75
H 0.418 -0.590 -1.669 -1.30 -0.32 -0.25
H 1.156 2.538 -0.860 0.16 3.19 1.47
```
Positions in Å, forces in eV/Å.

Calculated values
LUMO (spin up / spin down) = 0.009 / 0.009 hartree
Electronic energy = -764.44163 Ha
Energy relative to the best compared isomer or geometry (same formula, charge and spin) = 461.2 kJ/mol
M = 147.2 g mol⁻¹
Largest force on an atom = 5.38 eV/A
Highest occupied orbital energy (spin up / spin down) = -0.282 / -0.282 Ha

Here are the natural (NBO) charges for atoms 1 to 5, given in e: -0.5522, -0.0509, 0.4002, -0.6704, -0.6264



Which formula does entry 5 have? C6H13NO4



What is the formula in the second record? C6H13NO3



Look up the M of the second one. 147.2 g mol⁻¹